Run a
C2H2S | ωB97M-V/def2-TZVPD

The geometry in XYZ format:
```
5
Properties=species:S:1:pos:R:3
S 0.916 -1.889 -1.822
C -0.026 0.565 1.502
C 0.299 -0.073 0.551
H 0.196 -1.047 -2.559
H -0.290 1.178 2.325
```

Output
LUMO (spin up / spin down)	-3.998 / -4.004	eV
spin multiplicity	1
orbital gap (spin up / spin down)	6.492 / 6.501	eV
HOMO (spin up / spin down)	-10.49 / -10.50	eV

Run b
C2H2S | ωB97M-V/def2-TZVPD

The geometry in XYZ format:
```
5
Properties=species:S:1:pos:R:3
S -0.485 -0.487 1.353
C -0.282 0.735 0.063
C 0.122 -0.436 -0.220
H -0.103 1.826 -0.128
H 0.749 -1.638 -1.067
```

Output
LUMO	-0.054	eV
spin multiplicity	1
orbital gap	7.557	eV
HOMO	-7.61	eV

Which of them is least stable? Easy: run a.

Run a
C2H3BrOS | ωB97M-V/def2-TZVPD

The geometry in XYZ format:
```
8
Properties=species:S:1:pos:R:3
Br 2.704 -2.164 0.739
S 1.621 -1.078 -0.889
O -1.159 -0.683 1.366
C -1.490 1.312 0.081
C -1.146 0.247 0.711
H 2.615 -1.163 -1.780
H -1.806 2.044 0.704
H -1.340 1.486 -0.932
```

Output
LUMO	-0.776	eV
spin multiplicity	1
orbital gap	8.514	eV
HOMO	-9.29	eV
SMILES	C=C=O.SBr

Run b
C2H3BrOS | ωB97M-V/def2-TZVPD

The geometry in XYZ format:
```
8
Properties=species:S:1:pos:R:3
Br -4.709 0.059 0.057
S -1.583 1.103 -0.197
O -2.443 -1.515 0.038
C -2.795 -0.380 0.043
C -0.041 0.234 0.236
H 0.831 0.323 -0.484
H -0.449 -0.860 0.126
H 0.326 0.339 1.240
```

Output
LUMO	0.034	eV
spin multiplicity	1
orbital gap	9.931	eV
HOMO	-9.90	eV
SMILES	CSC(=O)Br

Which of them is least stable? Easy: run a.

Run a
CH5NP2 | ωB97M-V/def2-TZVPD

The geometry in XYZ format:
```
9
Properties=species:S:1:pos:R:3
P -2.140 0.621 0.007
P 0.187 -1.116 -0.191
N -1.210 -0.560 0.475
C 1.238 0.390 -0.506
H 2.221 0.277 -0.056
H 1.355 0.489 -1.585
H 0.829 -1.673 1.107
H 0.740 1.280 -0.121
H -3.220 0.292 0.869
```

Output
LUMO	-0.611	eV
spin multiplicity	1
orbital gap	8.018	eV
HOMO	-8.63	eV
SMILES	[H]/P=N/PC

Run b
CH5NP2 | ωB97M-V/def2-TZVPD

The geometry in XYZ format:
```
9
Properties=species:S:1:pos:R:3
P -2.689 0.145 0.074
P -0.081 -0.992 0.251
N -1.169 0.514 -0.007
C 1.543 -0.113 -0.276
H 1.349 0.695 -1.032
H 0.027 -0.993 1.660
H 2.278 -0.942 -0.674
H 1.983 0.340 0.556
H -3.242 1.345 -0.552
```

Output
LUMO	-0.463	eV
spin multiplicity	1
orbital gap	8.366	eV
HOMO	-8.83	eV

Which of them is least stable? Easy: run b.

Run a
C5H6N2O2 | ωB97M-V/def2-TZVPD

The geometry in XYZ format:
```
15
Properties=species:S:1:pos:R:3
O -1.040 1.226 -0.589
O -2.977 -0.071 -0.024
N 0.493 -0.675 0.294
N 2.461 -0.164 -0.690
C 2.210 0.731 0.423
C -1.787 0.086 -0.124
C 1.333 -0.834 -0.696
C 0.981 0.421 0.999
C -0.959 -0.937 0.450
H -1.103 -0.941 1.543
H 2.945 1.590 0.488
H 0.503 0.865 1.829
H 1.150 -1.663 -1.386
H -1.499 1.964 -1.096
H -1.215 -1.981 -0.020
```

Output
LUMO	0.413	eV
spin multiplicity	1
orbital gap	9.302	eV
HOMO	-8.89	eV
SMILES	O=C(O)Cn1ccnc1

Run b
C5H6N2O2 | ωB97M-V/def2-TZVPD

The geometry in XYZ format:
```
15
Properties=species:S:1:pos:R:3
O -1.802 -0.987 -0.415
O 1.557 1.189 -0.951
N -1.174 1.093 0.260
N 0.496 -0.656 -0.124
C -2.553 1.013 0.218
C -2.947 -0.151 -0.245
C 2.901 -0.223 0.407
C 1.547 0.236 -0.248
C -0.822 -0.041 -0.043
H -4.096 -0.791 -0.356
H 3.061 -1.037 0.079
H 3.553 0.522 0.079
H 2.851 -0.411 1.555
H 0.579 -1.421 -0.736
H -3.149 1.665 0.520
```

Output
LUMO	0.774	eV
spin multiplicity	1
orbital gap	9.947	eV
HOMO	-9.17	eV

Which of them is least stable? Easy: run b.

Run a
C2H3BrSi | ωB97M-V/def2-TZVPD

The geometry in XYZ format:
```
7
Properties=species:S:1:pos:R:3
Br -2.737 -0.214 0.045
Si 0.904 -0.593 -0.013
C -0.909 -0.208 -0.112
C 0.076 1.067 0.010
H 1.191 -1.711 -1.090
H -0.295 2.163 0.009
H 1.769 -0.504 1.152
```

Output
LUMO	0.179	eV
spin multiplicity	1
orbital gap	9.235	eV
HOMO	-9.06	eV
SMILES	BrC1=C[SiH2]1

Run b
C2H3BrSi | ωB97M-V/def2-TZVPD

The geometry in XYZ format:
```
7
Properties=species:S:1:pos:R:3
Br 2.803 0.102 -0.063
Si -0.834 0.658 -0.075
C -0.131 -1.177 0.081
C 0.938 0.016 -0.120
H -0.929 1.587 -1.126
H -1.605 0.993 0.995
H -0.242 -2.178 0.309
```

Output
LUMO	0.228	eV
spin multiplicity	1
orbital gap	9.199	eV
HOMO	-8.97	eV
SMILES	BrC1=C[SiH2]1

Which of them is least stable? Easy: run b.

Run a
H2NO3S | ωB97M-V/def2-TZVPD

The geometry in XYZ format:
```
7
Properties=species:S:1:pos:R:3
S 1.071 0.160 -0.482
O -1.392 0.039 0.732
O 1.909 0.736 0.560
O 0.912 -1.316 -0.317
N -0.703 0.679 -0.344
H -0.807 -0.605 1.153
H -0.990 0.307 -1.302
```

Output
net charge	-1
LUMO	4.219	eV
spin multiplicity	1
orbital gap	7.823	eV
HOMO	-3.60	eV

Run b
H2NO3S | ωB97M-V/def2-TZVPD

The geometry in XYZ format:
```
7
Properties=species:S:1:pos:R:3
S 1.095 0.775 0.057
O 0.036 -1.939 -0.029
O 0.718 1.747 -0.997
O 0.756 1.419 1.328
N -0.434 -0.516 0.001
H -1.189 -0.188 0.641
H -0.982 -1.299 -1.001
```

Output
net charge	-1
LUMO (spin up / spin down)	4.079 / 4.079	eV
spin multiplicity	1
orbital gap (spin up / spin down)	7.815 / 7.815	eV
HOMO (spin up / spin down)	-3.74 / -3.74	eV

Which of them is least stable? Easy: run b.